A structure of composition C6H17INO3Zn. Source: the OMol25 dataset; level of theory: ωB97M-V/def2-TZVPD.

XYZ file:
```
29
Properties=species:S:1:pos:R:3:mulliken_charge:R:1
I -9.464 7.830 23.958 0.27
Zn -6.898 4.703 24.370 0.62
O -14.458 13.630 27.133 -0.33
O -6.387 10.905 19.618 -0.52
O -6.067 11.082 16.543 -0.53
N -11.321 11.613 27.864 -0.62
C -13.542 12.541 27.175 -0.76
C -11.303 13.899 27.049 -1.38
C -15.750 13.234 26.710 -0.67
C -5.896 12.052 17.520 -0.42
C -6.819 11.937 18.748 -0.32
C -12.114 12.835 27.847 0.33
H -12.217 13.224 28.860 0.30
H -7.839 11.711 18.434 0.29
H -6.018 12.927 16.881 0.33
H -7.118 10.685 20.200 0.29
H -15.617 12.699 25.770 0.29
H -10.568 11.725 27.201 0.27
H -16.207 12.553 27.427 0.29
H -6.924 12.825 19.370 0.31
H -5.976 11.451 15.661 0.32
H -4.829 12.126 17.731 0.26
H -16.428 14.081 26.601 0.25
H -11.817 10.907 27.338 0.28
H -13.397 12.183 26.156 0.35
H -14.022 11.775 27.784 0.39
H -11.009 13.486 26.084 0.35
H -10.387 13.999 27.631 0.39
H -11.982 14.740 26.913 0.37
```

## Properties
E_HOMO   -11.7 eV
Energy relative to the best compared isomer or geometry (same formula, charge and spin)   60.24 kcal per mole
Net charge   +1


The ion C6H17IP with charge -1. Source: the OMol25 dataset; level of theory: ωB97M-V/def2-TZVPD.

XYZ file:
```
25
Properties=species:S:1:pos:R:3:mulliken_charge:R:1
I 1.743 3.030 0.755 -0.47
P 1.524 0.910 1.982 -0.24
C -0.836 0.091 -1.111 -0.50
C 0.357 -1.041 -0.831 -0.55
C -2.196 -0.164 -0.219 -0.40
C 1.775 -0.219 -0.790 -0.47
C 2.479 -0.109 0.684 -1.02
C -3.483 -0.555 -1.211 -0.80
H 2.613 -1.203 1.141 0.33
H -4.263 0.337 -1.154 0.20
H -3.949 -1.556 -0.816 0.21
H 0.367 -1.735 -1.781 0.29
H 2.813 1.216 2.619 0.09
H -1.133 0.155 -2.259 0.39
H -2.560 0.799 0.377 0.27
H -3.173 -0.696 -2.331 0.28
H 3.581 0.327 0.589 0.32
H -0.470 1.193 -0.831 0.09
H -2.014 -1.017 0.581 0.27
H 0.169 -1.684 0.129 0.30
H 2.533 -0.839 -1.473 0.24
H 1.416 -0.280 2.834 0.05
H 0.876 1.646 3.042 0.10
H 1.610 0.798 -1.346 0.28
H 0.221 0.596 1.421 -0.26
```

## Properties
E_HOMO   -3.8 eV
Net charge   -1


An isolated molecule of C6H17N2. Source: the OMol25 dataset; level of theory: ωB97M-V/def2-TZVPD.

XYZ file:
```
25
Properties=species:S:1:pos:R:3:lowdin_spin:R:1
N 1.768 0.364 0.392 0.02
N -0.843 -0.055 -0.012 0.09
C -3.321 0.216 -0.276 0.07
C -2.180 0.551 0.667 0.11
C -0.205 0.786 -1.062 0.06
C 1.123 1.268 -0.492 0.03
C 1.662 -1.924 0.936 0.12
C 2.250 -0.937 -0.176 0.03
H -4.255 0.711 0.009 0.01
H -0.991 1.464 -1.513 0.00
H 0.698 -2.421 0.600 0.07
H -2.296 0.107 1.662 0.06
H -0.952 -1.032 -0.139 0.12
H -0.064 0.309 -1.975 0.03
H -3.510 -0.859 -0.460 0.04
H 2.289 -2.918 0.802 0.01
H 2.386 0.671 1.045 0.01
H -0.085 -0.183 0.846 0.05
H 1.774 -1.153 -1.101 0.02
H 3.371 -0.915 -0.293 0.00
H 1.647 1.675 -1.437 0.00
H -1.931 1.555 0.869 0.01
H -3.059 0.526 -1.308 0.00
H 0.933 2.181 0.212 0.01
H 1.593 -1.638 1.951 0.02
```

## Properties
Spin multiplicity   2
E_HOMO (alpha / beta)   -2.6 / -9.3 eV
Energy relative to the best compared isomer or geometry (same formula, charge and spin)   94.80 kcal per mole
Net charge   0
<S²>   0.751


The ion C6H17N2 with charge +1. Source: the OMol25 dataset; level of theory: ωB97M-V/def2-TZVPD.

XYZ file:
```
25
Properties=species:S:1:pos:R:3:mulliken_charge:R:1
N -1.078 -1.660 1.440 -0.16
N 0.905 -0.130 0.175 -0.19
C -0.246 -0.542 -0.706 -0.40
C -0.801 -2.967 0.849 -0.94
C 0.702 2.413 -1.676 -1.08
C 1.575 2.265 -0.390 -0.44
C -1.429 -0.653 0.226 -0.72
C 0.870 1.312 0.542 -0.76
H 0.955 1.601 -2.359 0.26
H 2.619 1.998 -0.610 0.32
H -0.100 -1.558 -1.098 0.49
H 1.832 -0.401 -0.120 0.26
H -0.228 -1.194 1.799 0.38
H -2.324 -1.106 -0.265 0.41
H -1.757 -3.434 0.521 0.38
H -1.797 -1.683 2.166 0.36
H 0.013 -3.111 0.152 0.34
H -1.685 0.326 0.681 0.35
H 1.644 3.324 -0.062 0.32
H -0.639 0.147 -1.470 0.16
H 0.925 3.299 -2.295 0.38
H -0.376 2.388 -1.433 0.26
H 1.266 1.385 1.602 0.35
H -0.694 -3.691 1.689 0.37
H -0.152 1.670 0.641 0.30
```

## Properties
E_HOMO   -13.2 eV
Energy relative to the best compared isomer or geometry (same formula, charge and spin)   34.65 kcal per mole
SMILES   CCCNCC[NH2+]C
Net charge   +1


The ion C6H17N2 with charge +1. Source: the OMol25 dataset; level of theory: ωB97M-V/def2-TZVPD.

XYZ file:
```
25
Properties=species:S:1:pos:R:3:mulliken_charge:R:1
N -1.736 0.070 -1.975 -0.23
N 0.600 -0.394 -0.392 -0.10
C 0.893 0.214 2.034 -1.38
C -1.809 -0.294 -0.533 -0.84
C 0.245 2.101 0.444 -1.34
C 0.967 0.707 0.595 0.31
C 1.725 -1.325 -0.447 -1.05
C -0.677 -1.183 -0.147 -0.40
H 0.576 2.695 1.313 0.39
H -0.729 -1.494 0.910 0.38
H 1.137 -0.859 2.117 0.31
H -0.711 0.130 -2.157 0.40
H -1.996 0.555 0.118 0.26
H 1.476 0.809 2.741 0.41
H -0.534 -2.023 -0.823 0.44
H 2.015 0.926 0.379 0.34
H -1.911 -0.781 -2.538 0.36
H 1.471 -2.184 -1.075 0.32
H -0.836 2.174 0.326 0.25
H -0.135 0.276 2.430 0.35
H -2.791 -0.823 -0.378 0.41
H -2.499 0.657 -2.311 0.34
H 0.713 2.662 -0.370 0.35
H 2.661 -0.849 -0.806 0.33
H 1.886 -1.765 0.542 0.39
```

## Properties
E_HOMO   -12.8 eV
Energy relative to the best compared isomer or geometry (same formula, charge and spin)   36.51 kcal per mole
SMILES   CC(C)N(C)CC[NH3+]
Net charge   +1


The ion C6H17N2 with charge +1. Source: the OMol25 dataset; level of theory: ωB97M-V/def2-TZVPD.

XYZ file:
```
25
Properties=species:S:1:pos:R:3:mulliken_charge:R:1
N -0.057 -1.784 1.466 -0.03
N 0.484 -0.454 -0.863 -0.27
C -0.899 -0.663 -0.577 -0.61
C -0.564 -2.025 2.833 -0.90
C -1.113 -1.833 0.389 -0.69
C 1.016 0.922 -0.660 -0.75
C 1.047 3.176 -1.792 -1.39
C 0.173 2.056 -1.233 -0.25
H 0.696 -2.437 1.268 0.40
H 0.832 -0.920 -1.683 0.25
H -1.461 -1.430 3.010 0.36
H -0.943 -3.039 2.937 0.38
H 0.484 4.082 -1.940 0.37
H -0.536 1.708 -1.977 0.34
H 1.987 3.281 -1.247 0.35
H 1.413 2.917 -2.795 0.35
H 0.158 -1.756 3.582 0.36
H -0.927 -2.750 -0.149 0.33
H 0.342 -0.843 1.386 0.24
H 1.257 1.045 0.387 0.22
H -2.130 -1.877 0.772 0.37
H -1.527 -0.884 -1.448 0.41
H -0.402 2.455 -0.390 0.35
H -1.334 0.235 -0.161 0.35
H 2.003 0.819 -1.116 0.47
```

## Properties
E_HOMO   -12.8 eV
Energy relative to the best compared isomer or geometry (same formula, charge and spin)   23.15 kcal per mole
SMILES   CCCNCC[NH2+]C
Net charge   +1


The ion C6H17N2 with charge +1. Source: the OMol25 dataset; level of theory: ωB97M-V/def2-TZVPD.

XYZ file:
```
25
Properties=species:S:1:pos:R:3:mulliken_charge:R:1
N 2.352 1.839 -1.548 -0.49
N -1.630 -0.817 2.642 -0.58
C -2.282 0.531 0.753 -1.35
C -0.535 -1.374 0.555 -0.96
C 0.147 -1.369 -0.834 -0.89
C 1.801 0.488 -0.757 -0.35
C 0.604 0.003 -1.524 -0.59
C -1.107 -0.208 1.434 0.87
H -2.053 -0.270 3.338 0.21
H -1.246 -2.219 0.503 0.38
H -1.983 0.931 -0.208 0.27
H -2.682 1.346 1.393 0.37
H -1.050 -1.476 2.946 0.13
H 0.748 -0.178 -2.557 0.48
H 1.051 -2.120 -0.944 0.36
H -0.129 0.802 -1.491 0.31
H 0.222 -1.794 1.239 0.32
H 3.359 2.147 -1.527 0.36
H -0.533 -1.900 -1.495 0.42
H 2.013 1.924 -2.487 0.34
H 1.945 2.705 -1.070 0.40
H -3.020 -0.251 0.452 0.32
H 2.648 -0.251 -0.748 0.30
H -0.366 0.559 1.677 0.06
H 1.728 0.955 0.255 0.30
```

## Properties
E_HOMO   -11.7 eV
Energy relative to the best compared isomer or geometry (same formula, charge and spin)   49.78 kcal per mole
SMILES   C[C@@H](N)CCCC[NH3+]
Net charge   +1


A cluster of 2 separate species, C6H17N2O in total. Source: the OMol25 dataset; level of theory: ωB97M-V/def2-TZVPD.

XYZ file:
```
26
Properties=species:S:1:pos:R:3:mulliken_charge:R:1
O 0.445 2.385 0.764 -0.55
N 2.420 -0.824 1.374 -0.65
N -0.205 -0.181 1.759 -0.12
C -2.298 -0.390 -0.044 -1.89
C -0.336 -1.655 -1.297 -1.89
C 0.188 -0.090 0.514 -0.26
C -0.642 0.875 -1.452 -1.45
C 1.647 -0.204 0.267 -0.53
C -0.843 -0.396 -0.601 2.07
H -0.300 -2.480 -0.601 0.40
H 0.385 0.973 -1.873 0.36
H 3.168 -0.121 1.580 0.29
H -1.276 0.557 -2.277 0.49
H -0.947 1.780 -0.907 0.28
H 0.474 0.034 2.444 0.31
H -2.430 -1.199 0.768 0.48
H -1.172 0.166 1.915 0.31
H 1.053 2.811 1.390 0.28
H 1.748 -0.752 -0.676 0.28
H -2.792 0.515 0.380 0.40
H -0.937 -1.865 -2.120 0.53
H -3.026 -0.820 -0.744 0.35
H 2.014 0.833 0.000 0.38
H 0.606 -1.497 -1.681 0.55
H 0.135 3.119 0.189 0.28
H 2.921 -1.573 0.930 0.30
```

## Properties
E_HOMO   -14.3 eV
Energy relative to the best compared isomer or geometry (same formula, charge and spin)   46.25 kcal per mole
Net charge   +1